Entry 1:
Density functional theory data (ωB97M-V with the def2-TZVPD basis set) for C3H7N3O in the gas phase in a non-equilibrium geometry.

## Properties
E_HOMO (eV): -7.480
Energy relative to the best compared isomer or geometry (same formula, charge and spin) (kJ/mol): 332.1
Calculated total energy (eV): -9739.592

Atoms and positions in Å:
C: 0.891 0.250 -0.303
C: -0.985 -0.660 -0.239
N: 0.963 1.624 0.016
N: 0.137 -0.537 1.049
C: -2.292 -0.705 -0.003
O: 2.143 -0.245 -0.650
N: -0.132 -0.222 -1.132
H: 1.986 -0.885 -1.359
H: 1.915 1.968 -0.003
H: 0.352 2.168 -0.578
H: -0.092 0.083 1.820
H: 0.778 -1.291 1.278
H: -2.971 -0.368 -0.775
H: -2.693 -1.179 0.880

Cartesian forces, eV/Å:
-0.51 -0.34 -0.19
0.97 1.36 1.51
0.16 -0.05 0.04
0.45 0.19 -2.17
-0.36 -0.64 0.25
-0.32 0.15 0.84
0.22 0.00 -0.76
-0.20 -0.01 0.16
-0.16 -0.02 -0.05
0.04 -0.09 0.02
0.05 -0.15 0.04
-0.50 -0.32 0.32
0.12 -0.11 -0.02
0.03 0.03 -0.01

Entry 2:
Density functional theory data (ωB97M-V with the def2-TZVPD basis set) for C16H32BO12Ti as an isolated structure in a non-equilibrium geometry.

## Properties
2S+1: 5
Expectation value of S²: 6.002
Charge: -1
E_HOMO (alpha / beta) (eV): -0.126 / -7.798
Calculated total energy (eV): -65474.893

Atoms and positions in Å:
Ti: 0.944 0.271 -0.010
O: -4.614 -2.278 -3.100
C: -3.514 -2.734 -2.720
O: -2.992 -2.671 -1.541
B: -1.673 -3.336 -1.497
O: -1.426 -3.612 -2.925
C: -2.488 -3.311 -3.641
O: -2.541 -3.379 -4.874
O: -1.748 -4.536 -0.672
C: -0.831 -4.442 0.352
O: -0.632 -5.341 1.245
C: -0.094 -3.071 0.187
O: -0.600 -2.503 -0.892
O: 0.749 -2.545 0.936
C: 1.118 4.318 -1.532
C: 0.801 3.681 -0.166
C: 0.129 4.632 0.838
O: -0.015 2.515 -0.373
H: 0.171 4.647 -1.958
H: 1.598 3.644 -2.241
H: 1.559 5.305 -1.392
H: 1.805 3.434 0.179
H: -0.922 4.808 0.609
H: 0.579 5.624 0.883
H: 0.188 4.181 1.828
H: -0.860 2.819 -0.712
C: 1.409 0.623 3.155
C: 2.833 0.364 2.717
C: 3.501 -0.866 3.437
O: 2.798 0.198 1.342
H: 0.961 1.537 2.764
H: 1.335 0.610 4.243
H: 0.731 -0.186 2.882
H: 3.308 1.282 3.062
H: 2.905 -1.775 3.351
H: 3.549 -0.685 4.511
H: 4.512 -1.077 3.088
H: 3.715 0.093 1.076
C: -2.392 1.110 2.804
C: -1.909 -0.224 2.143
C: -3.186 -1.019 1.917
O: -1.452 0.020 0.837
H: -2.975 0.901 3.701
H: -3.006 1.780 2.202
H: -1.532 1.739 3.029
H: -1.128 -0.761 2.682
H: -3.713 -1.335 2.817
H: -2.955 -1.947 1.393
H: -3.952 -0.446 1.393
H: -2.189 0.431 0.379
C: -0.073 -0.147 -2.635
C: 1.304 -0.894 -2.736
C: 1.795 -0.871 -4.166
O: 2.216 -0.144 -1.916
H: -0.851 -0.565 -3.274
H: 0.050 0.880 -2.981
H: -0.502 -0.151 -1.633
H: 1.416 -1.939 -2.449
H: 1.159 -1.484 -4.804
H: 2.772 -1.353 -4.212
H: 1.848 0.166 -4.495
H: 3.007 0.012 -2.438

Cartesian forces, eV/Å:
0.01 0.08 -0.06
2.93 -1.35 1.44
-3.83 1.95 -1.89
-0.09 0.40 1.59
-0.06 -0.05 -0.38
0.62 -0.34 0.39
0.87 -0.33 -3.84
-0.13 0.03 2.88
1.81 0.03 1.99
-0.14 -3.97 2.37
-0.92 4.39 -4.16
1.12 1.06 1.57
-0.11 -0.26 0.09
-2.09 -1.34 -2.00
-1.67 0.75 0.47
0.48 1.25 -1.02
0.16 -0.35 -0.15
0.83 -0.32 0.55
-0.47 -0.32 -0.42
0.32 0.19 0.30
0.93 -0.35 -0.02
-0.35 -0.92 0.59
-0.16 -0.17 -0.18
0.32 -0.13 -0.08
-0.08 0.06 0.08
-0.10 -0.01 -0.10
-0.76 -1.00 0.68
-0.69 -0.57 2.28
-0.79 0.68 -0.02
-0.13 0.03 -0.60
0.36 0.18 -0.06
0.20 0.41 0.22
0.19 -0.24 -0.39
0.89 0.07 -0.56
-0.11 0.02 -0.44
0.14 0.29 0.10
-0.05 0.18 -0.18
0.59 0.02 -0.98
1.38 -0.16 0.44
-2.91 1.15 -0.03
-0.20 -1.45 0.85
1.58 0.47 -0.61
0.24 0.01 0.15
-0.22 -0.59 -0.64
0.12 -0.05 0.43
-0.25 0.17 0.03
0.28 0.07 0.41
-0.16 0.11 -0.34
0.30 0.15 -0.43
0.02 0.04 -0.30
0.68 -0.78 -0.14
-0.29 0.72 -0.71
0.02 -0.10 -0.03
-0.40 -0.12 0.16
0.11 -0.42 -0.01
0.30 0.04 0.15
-0.15 -0.04 0.18
-1.05 0.05 0.55
-0.24 0.25 -0.07
0.23 0.23 -0.02
0.07 -0.09 -0.38
0.52 0.29 0.29

Entry 3:
Density functional theory data (ωB97M-V with the def2-TZVPD basis set) for an isolated ion of composition C5H8NO and charge +1 in a non-equilibrium geometry.

## Properties
Charge: +1
E_HOMO (eV): -12.829
Energy relative to the best compared isomer or geometry (same formula, charge and spin) (kJ/mol): 521.6
Calculated total energy (eV): -8839.354

Atoms and positions in Å:
C: 1.427 2.322 -1.271
C: 0.429 1.571 -0.707
C: -0.969 -0.322 0.141
C: -0.712 -1.759 0.610
C: 0.049 0.258 -0.788
N: 0.273 -1.524 1.726
O: 0.126 -2.165 2.705
H: 1.742 3.268 -0.769
H: 2.016 1.853 -2.111
H: -0.181 2.087 0.092
H: -2.064 -0.448 -0.175
H: -1.104 0.320 1.113
H: -1.457 -2.509 0.949
H: -0.017 -2.465 -0.055
H: 0.443 -0.486 -1.459

Cartesian forces, eV/Å:
0.94 -1.62 -0.36
-1.32 2.46 2.17
-1.90 0.13 1.64
2.79 -2.49 -0.25
-1.34 -1.64 0.20
0.56 0.17 0.19
-0.23 -0.18 -0.07
-0.46 -0.66 -0.97
-0.43 0.95 0.92
0.94 -0.32 -0.82
1.37 0.86 -0.70
0.39 -0.88 -1.89
-0.45 1.25 -0.25
-1.38 1.85 0.65
0.51 0.11 -0.48

Entry 4:
Density functional theory data (ωB97M-V with the def2-TZVPD basis set) for C16H16ClNO4S as an isolated structure in a non-equilibrium geometry.

## Properties
E_HOMO (eV): -8.065
Energy relative to the best compared isomer or geometry (same formula, charge and spin) (kJ/mol): 1246.0
Calculated total energy (eV): -49877.085

Atoms and positions in Å:
O: 1.939 -3.291 1.548
C: 1.710 -2.416 0.660
N: 0.814 -1.340 0.667
H: 0.809 -0.809 -0.055
C: 0.391 -1.141 1.973
C: 0.471 0.113 2.389
C: 1.468 0.855 2.228
C: 1.274 2.302 2.712
C: 0.048 2.064 3.284
O: -0.465 0.844 3.141
H: -0.754 2.672 3.804
H: 1.840 3.127 2.668
H: 2.561 0.865 1.646
H: -0.984 -1.306 1.693
H: 0.627 -1.863 2.595
C: 2.308 -2.842 -0.781
H: 2.937 -3.703 -0.694
H: 3.033 -1.967 -0.965
O: 1.316 -2.612 -1.889
C: 0.925 -1.700 -2.449
O: 1.639 -0.553 -2.282
C: -0.240 -1.991 -3.493
C: -1.335 -0.854 -3.207
H: -2.204 -1.151 -3.817
H: -0.801 0.345 -3.465
S: -1.923 -0.984 -1.419
C: -1.575 0.492 -0.530
C: -2.738 1.005 0.115
C: -2.598 1.996 0.924
C: -1.521 2.939 0.702
C: -0.521 2.633 -0.364
C: -0.466 1.384 -0.956
H: 0.159 1.082 -1.588
H: 0.453 3.173 -0.368
Cl: -1.316 4.441 1.455
H: -3.475 2.497 1.473
H: -3.376 0.375 0.361
H: 0.060 -1.805 -4.345
H: -0.488 -2.877 -3.370

Cartesian forces, eV/Å:
-0.63 3.55 -1.81
-0.58 -3.74 -1.55
4.94 -8.51 5.69
-0.30 4.99 -5.60
-9.62 -2.11 -5.04
-2.33 4.41 3.68
9.74 7.88 -2.98
-4.68 -6.79 1.05
-1.02 2.91 1.04
0.21 -1.82 -0.94
1.59 -0.29 -0.63
1.96 2.59 -0.18
-3.30 -1.34 1.38
3.23 0.26 1.66
1.28 -3.69 2.72
0.42 6.42 0.87
-0.92 -1.23 -0.80
-0.70 -1.24 0.07
3.55 -14.25 7.33
0.52 14.15 -5.97
-4.13 -3.38 -1.13
0.18 9.28 8.80
1.82 1.40 0.08
0.22 0.89 0.14
-1.95 -4.00 0.74
0.42 -0.92 -0.89
0.39 2.42 -3.59
7.64 -0.43 -2.68
0.15 9.24 2.73
1.40 -2.57 -3.25
0.21 0.08 3.14
-8.77 0.80 6.97
5.50 -2.34 -4.95
-1.25 0.40 -0.34
-0.39 0.53 0.58
1.34 -1.40 -0.32
-6.56 -5.67 1.18
3.31 1.60 -8.47
-2.89 -8.09 1.26

Entry 5:
Density functional theory data (ωB97M-V with the def2-TZVPD basis set) for a 2-piece molecular cluster, C13H18S overall in a non-equilibrium geometry.

## Properties
E_HOMO (alpha / beta) (eV): -7.954 / -7.528
Energy relative to the best compared isomer or geometry (same formula, charge and spin) (kJ/mol): 733.7
Calculated total energy (eV): -24598.312

Atoms and positions in Å:
C: -4.067 0.996 -0.035
C: -3.433 1.772 0.914
C: -3.486 -0.020 -0.768
C: -2.009 1.624 0.904
C: -2.095 -0.312 -0.545
C: -1.520 0.652 0.162
C: 2.495 2.059 -0.422
C: 1.610 0.025 -2.185
C: 3.730 -0.254 1.096
C: 2.429 -0.306 1.829
C: 2.424 -0.567 0.330
C: -0.890 -2.401 0.139
C: -1.218 -1.479 -1.058
S: 1.513 0.726 -0.581
H: -5.105 1.361 -0.310
H: -3.823 2.540 1.544
H: -3.916 -0.578 -1.606
H: -1.454 2.324 1.478
H: 1.941 2.915 -0.244
H: 3.549 2.123 -0.675
H: 2.421 0.239 -2.713
H: 0.747 0.219 -2.661
H: 4.176 0.685 1.214
H: 4.455 -1.144 1.271
H: 2.191 -1.180 2.533
H: 1.967 0.496 2.385
H: 2.103 -1.647 0.168
H: -1.218 -1.883 1.130
H: 0.183 -2.811 -0.009
H: -1.629 -3.159 0.095
H: -1.823 -1.941 -1.862
H: -0.248 -1.075 -1.519

Cartesian forces, eV/Å:
-3.18 1.18 -0.67
2.88 -0.72 -0.82
2.16 -1.11 -0.45
-2.65 1.62 1.39
-0.93 -0.57 -1.55
2.36 -0.43 0.69
0.55 -0.96 -0.40
-0.83 -0.24 3.56
-0.07 -3.29 0.83
-0.70 -2.55 1.97
-0.66 -0.13 1.84
0.37 0.90 0.23
-0.28 1.48 -0.48
1.51 -1.46 0.23
1.03 -1.02 0.44
-0.76 0.25 -0.02
-0.60 0.30 0.56
0.76 0.35 0.41
-0.81 1.67 0.10
-0.23 -0.30 -0.01
3.81 0.60 -2.09
-3.06 0.51 -1.91
0.59 1.33 -0.90
-1.37 1.67 -0.49
0.62 0.75 -1.49
0.26 1.00 -0.88
0.83 1.67 -0.49
1.64 -0.71 -1.54
-1.90 0.57 0.98
-0.30 -1.45 -0.03
0.63 -0.33 0.34
-1.68 -0.59 0.67